DFT (ωB97M-V/def2-TZVPD) results for 2 unconnected molecules or ions with the total composition C3H7N2O2 at a distorted geometry.

Each line ends with the Mulliken charge.
Geometry (Å):
C 2.18 -0.78 -0.19  -0.02
C -1.69 -0.96 -0.40  -0.72
C -0.17 2.13 0.48  -0.46
N -0.83 -0.07 0.38  -0.04
N -0.73 1.16 -0.14  -0.46
O 1.91 -1.15 0.91  -0.60
O 2.49 0.35 -0.63  -0.64
H -2.41 -0.24 -0.75  0.31
H -1.18 -1.57 -1.13  0.25
H -2.19 -1.73 0.18  0.27
H 2.27 -1.74 -0.87  0.28
H -0.12 3.00 0.01  0.29
H 0.40 1.96 1.39  0.29
H 0.07 -0.36 0.76  0.26

energy above the lowest of the compared OMol25 structures with the same formula, charge and spin: 62.4 kcal/mol
net charge: -1
E_LUMO: 4.133 eV
frontier orbital gap: 0.30100 Ha


DFT (ωB97M-V/def2-TZVPD) results for 3 unconnected molecules or ions with the total composition C6H13F4O5S at a distorted geometry.

Each line ends with the Mulliken charge.
Geometry (Å):
O 2.91 2.86 0.27  -0.64
S 1.73 3.54 -0.52  1.12
O 2.26 4.06 -1.88  -0.63
O 1.23 4.85 0.49  -0.68
C 0.36 2.29 -0.86  0.50
F 0.29 1.98 -2.34  -0.27
F 0.64 0.96 -0.20  -0.14
C -1.12 2.75 -0.33  0.13
F -2.09 2.86 -1.48  -0.28
F -1.61 1.79 0.72  -0.25
H -1.15 3.81 0.20  0.20
C 1.18 -2.40 2.38  -1.19
C 1.07 -1.00 1.80  0.17
O 0.07 -0.27 2.49  -0.50
H 0.22 -2.92 2.31  0.28
H 1.94 -2.98 1.86  0.32
H 1.44 -2.35 3.44  0.40
H 0.79 -1.05 0.74  -0.01
H 2.02 -0.47 1.87  0.26
H 0.34 -0.22 3.42  0.29
C -2.22 -2.04 -1.24  -0.91
C -0.92 -2.40 -1.93  -0.24
O -0.28 -1.22 -2.39  -0.54
H -2.88 -1.51 -1.92  0.28
H -2.73 -2.94 -0.87  0.34
H -2.03 -1.37 -0.39  0.23
H -1.11 -3.05 -2.79  0.32
H -0.24 -2.92 -1.24  0.23
H -0.10 -0.66 -1.62  0.23

net charge: -1
E_LUMO: 2.922 eV
frontier orbital gap: 0.31992 Ha


DFT (ωB97M-V/def2-TZVPD) results for 2 unconnected molecules or ions with the total composition C3H12NOS at a distorted geometry.

Each line ends with the Mulliken charge.
Geometry (Å):
C 1.69 1.37 0.05  -1.28
C 1.26 -0.10 -0.01  0.37
C -0.23 -0.14 -0.50  -1.21
S -0.78 -1.88 -0.32  -0.26
N 1.25 -0.67 1.39  -0.27
H 1.06 2.00 -0.58  0.31
H 1.81 1.79 1.04  0.38
H 2.71 1.53 -0.35  0.34
H 1.86 -0.71 -0.67  0.40
H -0.32 0.36 -1.46  0.47
H -0.83 0.40 0.24  0.55
H -2.11 -1.80 -0.23  0.21
H 1.93 -1.43 1.55  0.31
H 0.28 -1.05 1.46  0.28
H 1.50 -0.04 2.15  0.37
H -2.99 0.47 -1.53  0.33
H -4.38 -0.35 -1.31  0.33
O -3.71 0.23 -0.91  -0.65

energy above the lowest of the compared OMol25 structures with the same formula, charge and spin: 22.2 kcal/mol
net charge: +1
E_LUMO: -3.358 eV
frontier orbital gap: 0.38181 Ha


DFT (ωB97M-V/def2-TZVPD) results for a molecular structure, C17H16AuN8OS.

Each line ends with the Mulliken charge.
Geometry (Å):
Au 0.31 -0.09 -0.36  0.84
S 3.08 -7.06 0.75  0.15
N 1.58 -6.56 0.43  -0.66
C 1.61 -5.24 0.39  0.61
C 0.48 -4.37 0.12  0.09
C -0.80 -4.82 -0.11  -0.14
C -1.82 -3.89 -0.40  -0.96
C -1.51 -2.56 -0.45  -0.10
N -0.27 -2.09 -0.21  -0.68
C 0.75 -2.98 0.09  0.00
C 2.01 -2.45 0.37  0.00
N 2.15 -1.07 0.38  -0.39
C 3.36 -0.53 0.63  -0.10
C 4.47 -1.28 0.90  -0.97
C 4.36 -2.68 0.91  -0.17
C 3.15 -3.27 0.65  0.35
C 2.91 -4.71 0.64  0.66
N 3.83 -5.63 0.85  -0.66
H -0.99 -5.88 -0.08  0.54
H -2.84 -4.21 -0.58  0.40
H -2.26 -1.82 -0.70  0.41
H 3.41 0.56 0.64  0.30
H 5.41 -0.78 1.11  0.41
H 5.21 -3.32 1.11  0.52
C 2.05 3.70 -1.30  -0.82
O 1.46 2.36 -1.27  -0.19
C 0.86 1.86 -0.26  0.45
C 0.70 2.67 0.97  -1.13
H 2.77 3.80 -0.49  0.39
H 1.27 4.45 -1.22  0.38
H 2.54 3.77 -2.26  0.25
H 0.77 3.75 0.84  0.45
H 1.48 2.35 1.67  0.33
H -0.25 2.41 1.44  0.37
N 0.06 1.41 -6.54  -0.38
C -0.43 1.48 -5.30  0.69
N -0.92 2.65 -4.86  -0.40
N -0.38 0.39 -4.58  -0.64
C -0.72 0.32 -3.33  0.53
N -1.03 0.15 -2.22  -0.60
H 0.03 2.19 -7.18  0.19
H 0.43 0.54 -6.86  0.24
H -1.09 3.42 -5.49  0.22
H -1.44 2.65 -4.00  0.21

energy above the lowest of the compared OMol25 structures with the same formula, charge and spin: 6.9 kcal/mol
net charge: +1
E_LUMO (spin up / spin down): -3.226 / -3.820 eV
expectation value of S²: 2.027
frontier orbital gap (spin up / spin down): 0.16446 / 0.25749 Ha
spin multiplicity: 3


DFT (ωB97M-V/def2-TZVPD) results for a molecular structure, C25H39MnN4S2Si3 at a distorted geometry.

Each line ends with the Mulliken charge.
Geometry (Å):
Mn 0.05 0.15 0.62  -0.21
C 0.96 -3.83 2.38  -0.99
Si -0.57 -2.79 2.26  -0.02
C -1.68 -3.34 3.69  -1.16
C -1.44 -3.24 0.66  -0.70
N -0.19 -1.14 2.25  1.01
C 0.85 -0.76 3.15  -0.23
C 0.85 -0.95 4.56  -0.29
C 1.99 -0.65 5.35  -0.88
C 3.14 -0.16 4.74  -0.91
C 3.16 -0.04 3.35  -0.47
C 2.05 -0.31 2.54  0.61
N 1.98 -0.13 1.16  0.76
Si 3.35 -0.03 0.14  -0.43
C 2.87 -0.52 -1.61  -0.41
C 3.93 1.75 0.02  -0.97
C 4.77 -1.11 0.72  -1.02
H 0.83 -4.90 2.25  0.40
H 1.42 -3.70 3.39  0.27
H 1.71 -3.43 1.66  0.09
H -2.04 -4.35 3.47  0.39
H -2.55 -2.68 3.87  0.27
H -1.13 -3.35 4.64  0.33
H -1.98 -4.18 0.83  0.36
H -0.75 -3.33 -0.20  0.24
H -2.22 -2.50 0.44  -0.11
H 0.04 -1.49 5.04  0.25
H 1.91 -0.77 6.44  0.32
H 3.97 0.16 5.33  0.42
H 4.07 0.29 2.90  0.23
H 2.03 0.15 -1.81  -0.35
H 2.49 -1.54 -1.66  0.26
H 3.71 -0.36 -2.32  0.38
H 3.17 2.34 -0.52  0.19
H 4.87 1.84 -0.51  0.38
H 4.07 2.23 1.00  0.31
H 4.40 -2.07 1.11  0.29
H 5.34 -0.57 1.50  0.31
H 5.42 -1.23 -0.16  0.32
C 1.64 2.72 -4.16  -0.92
Si -0.25 2.95 -4.22  0.36
C -0.81 2.95 -6.03  -1.20
C -0.70 4.69 -3.58  -1.03
C -1.03 1.41 -3.37  0.19
C -1.77 0.45 -4.05  0.00
C -2.11 -0.74 -3.41  -1.21
C -1.64 -0.97 -2.15  -0.19
N -1.00 -0.06 -1.42  0.30
C -0.74 1.14 -2.01  0.08
S 0.00 2.29 -0.96  -0.34
H 2.06 2.81 -5.16  0.42
H 1.87 1.72 -3.80  0.15
H 2.08 3.49 -3.53  0.29
H -0.45 3.85 -6.54  0.29
H -1.90 2.99 -6.11  0.33
H -0.51 2.07 -6.61  0.31
H -0.22 5.42 -4.24  0.30
H -0.28 4.85 -2.60  0.32
H -1.77 4.82 -3.54  0.32
H -2.05 0.60 -5.09  0.37
H -2.60 -1.54 -3.94  0.36
H -1.82 -1.93 -1.66  0.23
S -1.90 2.03 2.27  -0.32
C -3.19 1.11 1.77  -0.39
N -4.24 1.68 1.06  0.02
C -5.26 0.93 0.57  -0.21
C -5.38 -0.38 0.77  -1.01
C -4.32 -1.02 1.50  0.33
C -3.30 -0.28 2.00  -0.10
H -4.18 2.67 0.85  0.26
H -6.02 1.49 0.02  0.37
H -6.23 -0.94 0.45  0.43
H -4.35 -2.09 1.67  0.39
H -2.48 -0.68 2.57  0.26

energy above the lowest of the compared OMol25 structures with the same formula, charge and spin: 0.0 kcal/mol
net charge: -1
E_LUMO (spin up / spin down): 2.326 / 2.324 eV
expectation value of S²: 8.757
frontier orbital gap (spin up / spin down): 0.20925 / 0.21656 Ha
spin multiplicity: 6


DFT (ωB97M-V/def2-TZVPD) results for a single C3H5NO2 molecule at a distorted geometry.

Each line ends with the Mulliken charge.
Geometry (Å):
O -0.34 0.74 -1.63  -0.48
C 0.14 0.74 -0.30  -0.72
C -0.15 -0.61 0.32  0.40
O 0.37 -1.66 -0.45  -0.51
C 0.44 -0.60 1.66  0.11
N 0.91 -0.46 2.71  -0.39
H -0.96 1.42 -1.35  0.38
H 1.18 1.07 -0.25  0.31
H -0.48 1.50 0.23  0.39
H -1.25 -0.70 0.42  0.16
H 0.14 -1.44 -1.36  0.35

energy above the lowest of the compared OMol25 structures with the same formula, charge and spin: 48.2 kcal/mol
E_LUMO: 0.348 eV
frontier orbital gap: 0.41807 Ha
structure (SMILES): N#C[C@H](O)CO


DFT (ωB97M-V/def2-TZVPD) results for a molecular structure, C15H15BiN2O6 at a distorted geometry.

Each line ends with the Mulliken charge.
Geometry (Å):
O -0.36 5.18 -8.53  -0.11
C -0.46 4.34 -7.76  0.11
Bi -0.25 0.72 -4.31  1.36
O -0.40 3.51 -1.44  -0.05
C -0.34 2.70 -2.24  0.05
C -0.48 -2.12 -4.66  0.15
O -0.56 -3.10 -5.25  -0.10
C 2.20 0.50 -3.56  0.24
O 3.35 0.60 -3.55  -0.06
C -2.86 0.62 -3.93  0.19
O -4.01 0.71 -3.93  -0.06
H 0.11 -0.08 -5.79  0.02
C 2.54 1.43 3.71  -1.10
C 1.09 1.05 3.89  -0.60
N 0.60 -0.05 2.94  0.23
C 0.26 -1.34 3.54  -1.02
C -1.14 -1.33 4.07  -1.16
C 0.50 0.27 1.61  0.39
O 0.84 1.41 1.24  -0.70
C -0.04 -0.63 0.53  -0.01
C -0.97 -1.63 0.74  0.17
C -1.45 -2.28 -0.38  -1.21
C -1.09 -1.91 -1.67  -0.17
N -0.28 -0.87 -1.86  0.13
C 0.31 -0.30 -0.79  -0.29
H 3.13 0.52 3.75  0.30
H 2.86 2.12 4.50  0.38
H 2.68 1.92 2.74  0.30
H 0.90 0.68 4.90  0.42
H 0.43 1.93 3.76  0.36
H 0.42 -2.08 2.76  0.63
H 0.96 -1.56 4.35  0.35
H -1.86 -0.94 3.36  0.40
H -1.48 -2.33 4.33  0.39
H -1.22 -0.72 4.97  0.39
H -1.31 -1.93 1.75  0.33
H -2.16 -3.07 -0.26  0.45
H -1.52 -2.44 -2.53  0.32
H 1.06 0.46 -1.00  0.61

net charge: +2
E_LUMO: -9.933 eV
frontier orbital gap: 0.15614 Ha


DFT (ωB97M-V/def2-TZVPD) results for a molecular structure, C43H59BiN2O5Se.

Each line ends with the Mulliken charge.
Geometry (Å):
Bi 0.52 -1.73 -0.81  2.46
C 2.76 3.04 5.64  -2.21
C 1.41 2.59 5.09  2.16
C 0.63 3.84 4.65  -1.73
C 0.64 1.89 6.21  -1.76
C 1.56 1.65 3.90  -0.80
C 0.44 1.21 3.22  -0.22
C 0.55 0.37 2.12  -0.45
Se -1.06 -0.14 1.23  0.04
C -1.24 1.28 -0.03  0.19
C -1.68 2.51 0.42  -0.86
C -1.85 3.57 -0.45  -0.24
C -1.62 3.30 -1.80  -0.95
C -1.21 2.08 -2.31  -0.27
C -0.95 1.04 -1.38  1.18
O -0.41 -0.10 -1.80  -0.96
C -1.03 1.97 -3.83  2.53
C 0.18 2.82 -4.25  -1.58
C -2.28 2.52 -4.53  -1.87
C -0.82 0.55 -4.38  -2.04
C -2.25 4.97 0.00  2.36
C -2.50 5.04 1.50  -2.12
C -3.54 5.40 -0.72  -1.75
C -1.13 5.95 -0.36  -1.63
C 1.80 -0.09 1.66  0.71
O 1.92 -0.85 0.56  -1.41
C 2.95 0.29 2.39  -0.39
C 2.79 1.16 3.46  0.10
C 4.36 -0.14 1.97  2.55
C 5.37 0.05 3.11  -2.27
C 4.81 0.75 0.80  -1.51
C 4.45 -1.62 1.56  -1.58
H 2.61 3.74 6.47  0.42
H 3.34 2.20 6.04  0.41
H 3.36 3.54 4.89  0.42
H 0.54 4.54 5.49  0.50
H 1.15 4.36 3.84  0.36
H -0.37 3.60 4.31  0.35
H 0.51 2.55 7.06  0.46
H -0.35 1.58 5.87  0.31
H 1.17 0.99 6.54  0.37
H -0.55 1.53 3.53  0.56
H -1.88 2.63 1.48  0.38
H -1.76 4.11 -2.50  0.28
H 0.05 3.87 -3.97  0.33
H 1.09 2.46 -3.77  0.21
H 0.32 2.77 -5.33  0.44
H -2.47 3.57 -4.32  0.32
H -2.18 2.42 -5.61  0.48
H -3.17 1.96 -4.23  0.42
H 0.12 0.11 -4.05  -0.01
H -1.63 -0.11 -4.07  0.47
H -0.82 0.61 -5.47  0.55
H -3.30 4.37 1.81  0.38
H -1.60 4.79 2.07  0.34
H -2.79 6.06 1.78  0.47
H -4.36 4.71 -0.52  0.35
H -3.84 6.40 -0.39  0.47
H -3.40 5.44 -1.80  0.33
H -0.20 5.68 0.15  0.33
H -0.93 5.96 -1.43  0.31
H -1.40 6.97 -0.06  0.48
H 3.67 1.47 3.99  0.32
H 5.52 1.09 3.37  0.40
H 5.05 -0.49 4.01  0.43
H 6.34 -0.35 2.81  0.49
H 4.84 1.80 1.11  0.35
H 5.80 0.46 0.45  0.42
H 4.11 0.67 -0.03  0.16
H 4.02 -2.26 2.34  0.36
H 3.95 -1.83 0.63  0.09
H 5.50 -1.89 1.46  0.46
O -4.40 -7.48 2.00  -0.53
C -4.35 -6.19 2.59  -0.62
C -3.27 -5.40 1.91  0.70
C -2.33 -4.68 2.62  -1.15
C -1.39 -3.94 1.92  -0.37
N -1.33 -3.90 0.59  -0.05
C -2.23 -4.60 -0.10  0.36
C -3.21 -5.36 0.52  -0.62
C -2.13 -4.52 -1.59  0.29
C -2.63 -5.53 -2.40  -0.75
C -2.57 -5.40 -3.78  0.72
C -3.11 -6.48 -4.68  -0.65
O -2.76 -7.78 -4.25  -0.51
C -2.00 -4.24 -4.29  -1.23
C -1.51 -3.29 -3.41  -0.19
N -1.57 -3.42 -2.09  -0.30
H -5.12 -7.98 2.41  0.31
H -4.15 -6.25 3.66  0.36
H -5.31 -5.68 2.45  0.29
H -2.32 -4.68 3.70  0.37
H -0.64 -3.37 2.45  0.50
H -3.94 -5.91 -0.06  0.43
H -3.05 -6.44 -1.97  0.59
H -2.79 -6.29 -5.71  0.35
H -4.20 -6.45 -4.67  0.27
H -1.80 -7.86 -4.28  0.33
H -1.91 -4.08 -5.36  0.39
H -1.05 -2.38 -3.78  0.40
C 2.88 0.48 -2.81  -1.19
C 3.18 -0.93 -2.33  2.23
C 4.17 -1.66 -3.23  -1.85
O 1.99 -1.69 -2.27  -0.67
H 3.79 1.09 -2.85  0.54
H 2.16 0.97 -2.15  0.06
H 2.44 0.44 -3.81  0.43
H 3.61 -0.87 -1.33  -1.11
H 3.77 -1.74 -4.24  0.40
H 4.35 -2.66 -2.86  0.44
H 5.12 -1.12 -3.27  0.37

energy above the lowest of the compared OMol25 structures with the same formula, charge and spin: 0.0 kcal/mol
E_LUMO: -0.058 eV
frontier orbital gap: 0.27795 Ha


Total energy: -378.4787, -1410.1659, -649.4153, -1704.3180, -4011.1695, -322.4975, -1355.3820, -4775.7230 (Eh)